Record 1
Computed, not measured: a molecular structure, C23H44Cl3MgN8O2Si, with the ωB97M-V functional and the def2-TZVPD basis.

```
! wB97M-V def2-TZVPD RIJCOSX def2/J DEFGRID3
* xyz 1 1
Mg 0.1139 0.8558 -0.5482
N 2.5791 -2.9572 0.6465
C 3.4170 -3.7165 -0.2953
C 2.6400 -4.1046 -1.5530
C 2.2960 -2.9642 -2.5067
N 1.1995 -2.1409 -1.9813
C 3.5018 -2.0625 -2.7635
C 4.2387 -1.6470 -1.4986
N 3.3962 -0.7222 -0.6724
C 4.6285 -2.8565 -0.6562
H 1.6080 -3.2424 0.6410
H 2.7686 -1.3155 -0.0805
H 2.9105 -3.0381 1.5999
H 3.7802 -4.6445 0.1583
H 1.7286 -4.6419 -1.2724
H 3.2534 -4.8179 -2.1097
H 2.0210 -3.4278 -3.4621
H 0.3775 -2.7155 -1.8190
H 0.9366 -1.4774 -2.7020
H 3.1990 -1.1792 -3.3313
H 4.2221 -2.6008 -3.3840
H 5.1311 -1.0900 -1.7842
H 2.8070 -0.0621 -1.2380
H 3.9740 -0.1629 -0.0486
H 5.1517 -2.5443 0.2520
H 5.3360 -3.4503 -1.2387
O 1.7307 1.2296 -1.5453
N 1.6443 1.8914 -2.7652
C -3.1479 3.0451 3.3286
C -3.1182 1.6525 2.7314
N -2.3725 1.6614 1.4787
C -1.8719 2.7489 0.8500
N -0.9719 2.5695 -0.0961
C -0.5518 3.7457 -0.8682
C -0.5790 5.0108 -0.0353
C -1.9712 5.1772 0.5301
N -2.3663 3.9562 1.2187
C -3.4282 4.0324 2.2122
H -2.1838 3.2860 3.7814
H -3.9119 3.1080 4.1024
H -4.1368 1.3014 2.5447
H -2.6438 0.9423 3.4101
H -1.9948 0.7607 1.2015
H -1.1922 3.8742 -1.7515
H 0.4580 3.5667 -1.2397
H -0.3065 5.8799 -0.6337
H 0.1402 4.9217 0.7829
H -2.6805 5.4030 -0.2748
H -2.0176 5.9985 1.2463
H -4.4018 3.8188 1.7549
H -3.4575 5.0558 2.5831
C -3.1817 -1.7837 2.2640
N -2.6372 -1.3508 0.9880
C -3.6103 -1.5529 -0.0732
C -1.3701 -2.0091 0.6728
C -0.2388 -1.5045 1.5344
C 0.0795 -2.2001 2.7000
C 1.0782 -1.7404 3.5491
C 1.7496 -0.5701 3.2300
C 1.4176 0.1158 2.0647
C 0.4307 -0.3245 1.1691
H -4.1316 -1.2800 2.4428
H -2.5037 -1.5264 3.0763
H -3.3588 -2.8706 2.2888
H -4.5192 -0.9922 0.1467
H -3.8859 -2.6114 -0.2014
H -3.2086 -1.1901 -1.0213
H -1.1517 -1.7680 -0.3737
H -1.4600 -3.1085 0.7390
H -0.4437 -3.1194 2.9447
H 1.3201 -2.2855 4.4527
H 2.5190 -0.1887 3.8906
H 1.9626 1.0345 1.8511
C -2.2100 0.9976 -2.8155
O -0.7815 0.9133 -2.6465
H -2.5889 0.0263 -3.1280
H -2.4639 1.7495 -3.5600
H -2.6342 1.2829 -1.8548
Cl 0.7270 -0.2446 -4.9625
Si 0.3453 1.3669 -3.7694
Cl 3.1670 1.9325 -3.5762
Cl -0.2991 2.8909 -4.9218
*
```

The value obtained for the frontier orbital gap is 9.09 eV. The HOMO energy is -10.84 eV. As for the relative energy (zero: lowest compared OMol25 entry of this formula, charge and spin): 76.1 kcal/mol. The total energy is -91471.820 eV.

Atom charges from the Mulliken analysis, given in e for atoms 1 to 8: Mg 1.48; N -0.47; C 0.19; C -1.62; C 0.16; N -0.12; C -1.29; C 0.27

Record 2
Computed, not measured: a molecular structure, C23H44CoN7O2PS, with the ωB97M-V functional and the def2-TZVPD basis.

```
! wB97M-V def2-TZVPD RIJCOSX def2/J DEFGRID3
* xyz 0 4
Co -17.3805 -6.0412 8.0147
C -18.8856 -4.0883 12.9637
C -19.6405 -5.3753 12.6157
N -20.3434 -5.3011 11.3189
C -21.8029 -4.9556 11.3486
C -22.1285 -3.4683 11.2367
C -19.7504 -5.3501 10.0837
S -18.0211 -5.6227 10.0508
N -20.4788 -5.1320 9.0115
C -20.0558 -4.9638 7.7584
O -18.9799 -5.3808 7.2347
C -21.0392 -4.3677 6.8270
C -20.6907 -4.1676 5.4783
C -21.6007 -3.7214 4.5727
C -22.9275 -3.4844 4.8866
C -23.2906 -3.7788 6.2367
C -22.3825 -4.1618 7.1800
H -18.6015 -4.0492 14.0308
H -19.5380 -3.1713 12.8595
H -18.0396 -3.9545 12.3019
H -20.4172 -5.5464 13.3658
H -18.9364 -6.2035 12.6082
H -22.2216 -5.3879 12.2468
H -22.2800 -5.4863 10.5288
H -22.0748 -2.9384 12.2297
H -23.1415 -3.3176 10.8214
H -21.4138 -3.0442 10.5545
H -19.6411 -4.3031 5.2137
H -21.2833 -3.5464 3.5472
H -23.6225 -2.9843 4.1827
H -24.3262 -3.6289 6.5370
H -22.6815 -4.3159 8.2359
C -16.3957 -5.4487 3.4450
N -15.3814 -5.9295 4.3303
C -14.0482 -6.1285 3.7335
C -15.6130 -6.1303 5.6594
N -16.7947 -6.2171 6.2088
N -14.4986 -6.0990 6.4818
C -14.4433 -6.1271 7.9147
N -13.2282 -5.8046 8.3789
N -15.5087 -6.4654 8.5864
H -16.0035 -4.7875 2.6557
H -17.1363 -4.8318 4.0463
H -16.9494 -6.2638 2.9253
H -14.0694 -6.0355 2.6504
H -13.6017 -7.1010 4.0407
H -13.3589 -5.2871 4.0533
H -17.5727 -6.2778 5.5583
H -13.6180 -5.7669 6.0384
H -12.5396 -5.3587 7.7993
H -13.1240 -5.7977 9.3743
H -15.3085 -6.4708 9.5591
C -19.2896 -10.0264 8.1043
C -19.1493 -8.5785 7.6598
C -19.3414 -8.3461 6.1377
C -17.7722 -8.1806 8.1388
H -20.2617 -10.4520 7.8652
H -19.0702 -10.1067 9.1737
H -18.5212 -10.6315 7.5753
H -19.9192 -8.0036 8.1825
H -18.4896 -8.7513 5.5574
H -19.5002 -7.2830 5.9209
H -20.2060 -8.9214 5.7423
H -16.9109 -8.4448 7.5006
H -17.5302 -8.1853 9.2152
C -17.2084 -1.0984 6.6452
P -16.8939 -1.9921 8.2054
C -18.3191 -1.6553 9.3355
C -15.4488 -1.2774 9.0439
O -16.6995 -3.4910 7.8758
H -17.2438 0.0037 6.9043
H -18.1590 -1.4590 6.2311
H -16.4110 -1.2582 5.9055
H -18.6199 -0.5878 9.2884
H -18.0554 -1.8918 10.3643
H -19.1311 -2.3147 8.9443
H -15.7037 -0.2644 9.3863
H -14.5418 -1.2916 8.3999
H -15.2680 -1.9152 9.9647
*
```

The value obtained for the frontier orbital gap (alpha / beta) is 4.27 / 5.34 eV. The HOMO energy (alpha / beta) is -4.18 / -5.26 eV. Its expectation value of S² is 3.77. As for the relative energy (zero: lowest compared OMol25 entry of this formula, charge and spin): 0.0 kcal/mol. The total energy is -96841.836 eV.

Atom charges from the Mulliken analysis, given in e for atoms 1 to 8: Co -0.64; C -0.75; C -0.85; N 0.15; C -0.77; C -0.79; C 0.39; S -0.38

Record 3
Computed, not measured: a molecular structure, C23H44LuNOP3, with the ωB97M-V functional and the def2-TZVPD basis.

```
! wB97M-V def2-TZVPD RIJCOSX def2/J DEFGRID3
* xyz 3 1
Lu 0.2702 -0.5038 -0.1658
P -1.1659 -2.8812 0.6051
P -0.6566 -1.1632 -2.6784
P -0.1285 0.1861 2.5007
H -1.6615 7.5956 -3.1442
C -0.9717 7.8600 -2.3376
C 0.3561 7.8320 -2.4836
H 0.8257 7.6110 -3.4453
C -2.9650 -2.6510 0.8729
C -1.1863 -4.3043 -0.5495
C -0.6733 -3.7348 2.1500
C -0.1433 0.2456 -3.7286
C -0.1787 -2.5937 -3.7048
C -2.4692 -1.1211 -2.9303
C 0.5446 1.8816 2.6400
C 0.6207 -0.6521 3.9375
C -1.8515 0.4373 3.0714
H -1.4209 8.1660 -1.3872
H 1.0158 8.1053 -1.6540
H -3.4173 -3.6256 1.1052
H -3.4144 -2.2376 -0.0395
H -3.1356 -1.9533 1.7033
H -1.7644 -5.1181 -0.0872
H -0.1590 -4.6529 -0.7286
H -1.6495 -4.0257 -1.5049
H -1.5666 -3.9486 2.7529
H 0.0168 -3.1105 2.7318
H -0.1669 -4.6763 1.9010
H -0.2896 -0.0081 -4.7863
H 0.9180 0.4724 -3.5529
H -0.7292 1.1390 -3.4767
H -0.9275 -2.7455 -4.4931
H -0.1188 -3.5000 -3.0878
H 0.8003 -2.4117 -4.1669
H -2.6910 -1.0655 -4.0050
H -2.8765 -0.2384 -2.4220
H -2.9366 -2.0187 -2.5040
H 0.6908 2.1281 3.6988
H -0.1422 2.6037 2.1787
H 1.5099 1.9452 2.1186
H 0.9026 0.0924 4.6932
H 1.5196 -1.1971 3.6225
H -0.0912 -1.3637 4.3733
H -1.8873 1.1712 3.8875
H -2.2741 -0.5139 3.4183
H -2.4471 0.8022 2.2262
C -0.0141 2.6256 -0.8988
C -1.4004 2.8450 -1.0119
C -1.8943 4.1358 -1.0278
C -1.0083 5.2024 -0.9723
C 0.3681 4.9939 -0.9989
C 0.8878 3.7075 -0.9630
O 0.4419 1.4019 -0.6831
H -1.5924 -0.0023 -0.0914
H -2.0444 1.9680 -1.0109
H -2.9652 4.3210 -1.0901
H -1.4086 6.2130 -0.9791
H 1.0322 5.8521 -1.0838
H 1.9638 3.5170 -0.9392
N 2.2996 -1.7490 -0.5382
C 2.9071 -2.3938 0.6125
C 2.6656 -3.7451 0.8493
C 3.1677 -4.3264 2.0226
C 3.9104 -3.5634 2.9294
C 4.1699 -2.2157 2.6538
C 3.6717 -1.6232 1.4834
H 2.0672 -2.4221 -1.2756
H 2.9343 -1.0610 -0.9439
H 2.0950 -4.3446 0.1369
H 2.9733 -5.3826 2.2278
H 4.2914 -4.0205 3.8506
H 4.7629 -1.6226 3.3561
H 3.8839 -0.5691 1.2612
*
```

The value obtained for the frontier orbital gap (alpha / beta) is 4.66 / 4.31 eV. The HOMO energy (alpha / beta) is -16.49 / -16.81 eV. As for the relative energy (zero: lowest compared OMol25 entry of this formula, charge and spin): 0.0 kcal/mol. The total energy is -89562.893 eV.

Atom charges from the Mulliken analysis, given in e for atoms 1 to 8: Lu 1.42; P 0.96; P 0.91; P 1.08; H 0.34; C -0.63; C -0.59; H 0.30

- Which of these has the lowest total energy?
  C23H44CoN7O2PS